1.
ORCA calculation (wB97M-V/def2-TZVPD) on the ion C5H15N2S with charge +1.

Properties
ΔE to the lowest compared entry with this formula, charge and spin, kJ/mol: 165.32
Structure (SMILES): C[NH2+]CCNCCS
Highest occupied orbital energy, eV: -11.97
Total charge: +1
Gap between HOMO and LUMO, eV: 8.875
E_LUMO, eV: -3.092

Last column: Mulliken charge in e.
Positions of all 23 atoms, in Å:
C  2.89883  -0.86339  0.90385  -0.8722
N  1.67011  -0.29354  1.46997  -0.1350
C  1.08125  0.85557  0.67826  -0.5953
C  -0.43021  0.80776  0.96263  -0.6300
N  -0.99877  -0.44402  0.44462  -0.3816
C  -1.05591  -0.39081  -1.08213  -0.5970
C  -2.06309  0.57564  -1.65217  -0.8093
S  -2.90653  -0.12659  -3.15161  -0.1834
H  3.71074  -0.14047  1.08662  0.3548
H  3.00822  -1.85525  1.35848  0.3755
H  2.96553  -1.01745  -0.15761  0.3338
H  1.78416  -0.06162  2.46117  0.3619
H  0.90676  -0.98594  1.51035  0.4421
H  1.13845  0.58609  -0.38247  0.2521
H  1.61826  1.81805  0.80280  0.4221
H  -0.89543  1.65543  0.43117  0.3383
H  -0.80117  0.91498  1.98911  0.4416
H  -1.93554  -0.77498  0.61895  0.3147
H  -0.00902  -0.45821  -1.39100  0.2430
H  -1.40552  -1.38520  -1.43343  0.4425
H  -2.77621  0.94426  -0.91540  0.4167
H  -1.66842  1.52440  -2.03922  0.3199
H  -3.83649  -0.88469  -2.51295  0.1447

Atomic forces in eV per Å
C 1.410 -0.319 0.833
N -0.787 0.440 -0.574
C -0.954 -0.409 0.147
C -2.072 0.788 -0.221
N 1.198 -0.399 -2.535
C 0.251 -2.392 1.297
C -0.071 1.072 -1.297
S -0.141 0.183 0.744
H -0.130 -0.662 0.441
H 0.598 0.454 0.102
H -1.098 0.139 -0.580
H 0.387 0.339 -0.243
H -0.083 -0.152 -0.617
H 0.516 -0.011 0.380
H -0.456 -0.722 0.445
H 0.338 0.079 0.173
H 0.813 0.093 0.131
H -0.077 0.773 1.475
H -0.311 0.937 -0.748
H 0.161 0.349 0.624
H -0.217 -0.532 0.144
H 0.334 -0.307 0.001
H 0.392 0.260 -0.123

---

2.
ORCA calculation (wB97M-V/def2-TZVPD) on the molecule C5H15N3.

Properties
ΔE to the lowest compared entry with this formula, charge and spin, kJ/mol: 168.45
Structure (SMILES): CC(C)(CCN)NN
Highest occupied orbital energy, eV: -8.56
Total charge: 0
Gap between HOMO and LUMO, eV: 9.638
E_LUMO, eV: 1.074

Last column: Mulliken charge in e.
Positions of all 23 atoms, in Å:
C  -1.78987  -0.32666  -0.98304  -1.9440
C  -0.31004  -0.24236  -0.57448  1.8155
C  0.57668  -0.62029  -1.76353  -1.8523
C  -0.03674  -1.14555  0.62548  -1.1162
C  1.26892  -0.52242  1.49777  -0.6613
N  0.78050  0.24097  2.61093  -0.4728
N  0.06958  1.12820  -0.16221  -0.2359
N  -0.29041  2.12359  -1.12415  -0.7313
H  -2.05108  -1.35530  -1.22204  0.3987
H  -2.43287  0.00850  -0.16863  0.4384
H  -1.97524  0.29755  -1.85497  0.4351
H  0.29877  -1.59941  -2.14719  0.4064
H  0.46172  0.11804  -2.55373  0.4200
H  1.62104  -0.64733  -1.46190  0.3827
H  -0.90998  -1.19464  1.27894  0.4331
H  0.21807  -2.15047  0.29100  0.3726
H  1.97415  0.07678  0.92578  0.4442
H  1.81825  -1.42866  1.77908  0.3604
H  0.22739  -0.32724  3.24208  0.1811
H  1.47117  0.83327  3.05262  0.1862
H  -0.34546  1.32253  0.74861  0.3209
H  -1.12871  2.63408  -0.84562  0.2207
H  0.48417  2.77681  -1.19077  0.1979

Atomic forces in eV per Å
C 0.346 -0.002 0.037
C -0.265 0.424 -0.398
C -0.184 0.043 0.238
C 2.370 1.596 0.789
C -1.340 -2.227 -0.867
N -0.591 0.371 -0.058
N -0.383 0.144 -0.093
N -0.061 0.026 0.109
H -0.097 -0.118 -0.067
H -0.042 0.018 0.085
H -0.040 0.001 -0.065
H -0.027 -0.116 -0.073
H -0.004 0.017 -0.060
H 0.137 0.002 0.041
H 0.140 0.039 0.183
H -0.055 -0.023 0.034
H -0.485 -0.004 -0.351
H 0.126 0.013 0.316
H 0.414 0.318 0.194
H -0.148 -0.364 0.196
H 0.185 0.028 -0.146
H 0.248 -0.135 -0.109
H -0.246 -0.053 0.065

---

3.
ORCA calculation (wB97M-V/def2-TZVPD) on the molecule C5H15N3.

Properties
ΔE to the lowest compared entry with this formula, charge and spin, kJ/mol: 195.94
Structure (SMILES): CC(C)[C@H](N)CNN
Highest occupied orbital energy, eV: -8.90
Total charge: 0
Gap between HOMO and LUMO, eV: 9.889
E_LUMO, eV: 0.988

Last column: Mulliken charge in e.
Positions of all 23 atoms, in Å:
C  -1.03044  -0.44740  -1.42786  -1.4263
C  -1.19573  -0.58143  0.07823  0.3663
C  -2.54734  -0.03707  0.52316  -1.6094
C  -0.02248  0.27847  0.93297  -0.0389
N  0.03785  1.63060  0.49834  -0.5319
C  1.21434  -0.58702  0.82504  -0.8693
N  2.42056  0.29647  0.31162  -0.2200
N  2.70224  0.18933  -1.07202  -0.6335
H  -1.06890  0.60034  -1.72294  0.3284
H  -1.83824  -0.96416  -1.94748  0.4419
H  -0.08297  -0.86198  -1.76953  0.2889
H  -1.13677  -1.64094  0.35090  0.3282
H  -2.58535  1.03617  0.34738  0.3364
H  -3.36198  -0.51981  -0.01758  0.4201
H  -2.70596  -0.21982  1.58487  0.3799
H  -0.37068  0.27802  1.97017  0.5237
H  0.49276  1.73028  -0.40018  0.1561
H  0.48822  2.23249  1.17481  0.2698
H  1.50710  -0.94280  1.81157  0.2764
H  1.15694  -1.46446  0.16945  0.4100
H  3.26200  -0.00624  0.79597  0.2837
H  2.61351  -0.76955  -1.42568  0.2607
H  2.05132  0.77051  -1.59124  0.2589

Atomic forces in eV per Å
C 0.186 0.079 0.245
C 0.561 1.684 1.243
C 0.029 -0.241 -0.113
C -2.386 -2.504 -1.298
N -0.434 0.495 -0.317
C 3.200 1.525 -0.606
N -1.020 -1.521 0.966
N -0.120 -0.196 -0.218
H -0.047 0.115 -0.042
H 0.023 -0.039 -0.012
H 0.088 -0.071 -0.096
H 0.262 0.137 0.157
H -0.062 0.073 -0.019
H -0.096 0.043 -0.059
H -0.025 0.035 0.103
H 0.006 0.012 -0.127
H 0.094 0.102 0.241
H 0.149 -0.113 -0.202
H 0.093 -0.066 0.072
H -0.315 0.202 -0.011
H -0.225 0.064 -0.141
H -0.075 0.273 0.167
H 0.115 -0.088 0.068

---

4.
ORCA calculation (wB97M-V/def2-TZVPD) on a cluster of 2 separate species, C5H15N3 in total.

Properties
ΔE to the lowest compared entry with this formula, charge and spin, kJ/mol: 369.35
Highest occupied orbital energy, eV: -7.73
Total charge: 0
Gap between HOMO and LUMO, eV: 8.747
E_LUMO, eV: 1.018

Last column: Mulliken charge in e.
Positions of all 23 atoms, in Å:
C  1.48907  0.10399  0.85251  -0.4022
C  1.48740  -0.41997  2.26655  -1.1008
N  -0.75703  -0.62521  0.80899  -0.5797
H  -1.41438  -0.52634  1.57989  0.2607
H  -0.63131  -1.59146  0.52207  0.2309
H  1.69822  1.16763  0.83658  0.3922
H  2.25394  -0.41616  0.27896  0.2978
H  0.74998  0.10033  2.88143  0.2802
H  1.32563  -1.49897  2.31032  0.2914
H  2.46632  -0.21815  2.71939  0.3952
C  0.90401  -0.25616  -1.93450  -0.9365
C  -1.93041  -0.17956  -1.30787  -1.7433
C  -0.88018  0.33487  -0.30823  1.0505
N  -1.35681  1.56638  0.30090  -0.7290
N  0.44673  0.51444  -0.79740  -0.3403
H  -1.79683  2.18378  -0.37347  0.2719
H  -0.62491  2.06487  0.79683  0.2129
H  1.96578  -0.04462  -2.09777  0.3612
H  0.37736  0.02490  -2.85909  0.2820
H  0.80929  -1.34977  -1.79905  0.3070
H  -2.00804  0.50484  -2.15518  0.4045
H  -2.90948  -0.27267  -0.83096  0.4085
H  -1.66438  -1.16699  -1.69090  0.3849

Atomic forces in eV per Å
C 1.158 1.485 -2.660
C -0.911 -0.201 0.168
N -0.781 -0.199 0.260
H -0.195 -0.079 -0.626
H -0.197 0.245 0.005
H 0.369 -0.027 0.203
H 0.068 0.114 -0.113
H 0.014 -0.241 0.005
H -0.118 0.127 0.103
H 0.076 0.077 -0.312
C 0.102 -0.478 0.515
C 0.211 0.312 -0.235
C -0.794 -0.790 1.177
N -0.769 0.042 0.278
N 1.318 -0.444 1.387
H 0.304 -0.106 0.066
H 0.022 -0.164 -0.333
H -0.127 0.024 0.020
H 0.027 0.022 0.274
H -0.015 0.048 -0.183
H -0.089 -0.038 -0.081
H 0.208 0.172 0.051
H 0.119 0.099 0.032